{"formula": "C2H6N4O", "method": "ωB97M-V/def2-TZVPD", "elements": ["C", "C", "H", "H", "H", "H", "H", "H", "N", "N", "N", "N", "O"], "xyz": [[1.13464, 1.05640, 0.24746], [-0.70238, -0.13180, 0.75018], [2.92007, -1.32145, -0.49280], [1.26114, -1.09613, -0.87283], [1.29392, 2.13818, 0.55274], [0.07738, -0.51613, 1.50063], [-3.45289, -0.37922, -0.52947], [-2.12416, 0.41065, -1.23985], [1.98908, -0.96692, -0.16325], [2.18754, 0.34674, 0.15557], [-1.85160, -0.52989, 0.59491], [-2.58631, 0.19258, -0.33620], [-0.14643, 0.79698, -0.16708]], "forces_ev_per_a": [[1.849, 3.324, -0.259], [3.540, -0.057, 0.354], [-1.559, 0.211, 0.337], [0.313, -0.116, 0.164], [-0.278, -1.468, -0.373], [-1.668, 0.412, -1.086], [1.432, 1.048, 0.211], [-0.050, -0.296, 0.991], [1.575, -1.134, -1.196], [-1.568, 0.489, 0.750], [-1.758, 0.031, 0.072], [-2.066, -1.241, -1.227], [0.239, -1.203, 1.261]], "nbo_charge": [0.293, 0.305, 0.373, 0.350, 0.173, 0.201, 0.364, 0.359, -0.658, -0.265, -0.286, -0.661, -0.547], "relative_energy_kj_mol": 373.8, "lumo_energy_ha": 0.0329, "smiles": "N/N=C\\O/C=N\\N", "homo_lumo_gap_ev": 10.086, "fmax_ha_per_bohr": 0.074}



{"formula": "C2H6N4O", "method": "ωB97M-V/def2-TZVPD", "elements": ["C", "C", "H", "H", "H", "H", "H", "H", "N", "N", "N", "N", "O"], "xyz": [[-0.04015, -0.67653, 0.11321], [0.58169, 1.52288, 0.86388], [-0.36929, -2.37409, -1.83205], [-1.50788, -2.83481, -0.47377], [1.08058, -2.39434, 0.45739], [-0.86423, -0.33821, -0.44236], [0.41241, 2.01340, 1.87371], [-0.15073, 3.99564, -0.66590], [-0.53626, -2.76292, -0.89590], [0.13703, -2.01955, 0.13290], [0.69228, 0.15005, 0.90280], [0.46459, 2.23084, -0.22826], [0.09995, 3.48764, 0.19434]], "forces_ev_per_a": [[3.436, 2.694, 3.698], [-1.617, 0.373, -0.601], [-0.756, -0.058, 0.742], [1.436, 0.028, -2.002], [-1.929, 0.743, -0.682], [-1.061, 0.561, -0.946], [0.481, -0.466, -1.282], [0.868, -1.429, 2.272], [-0.669, -0.136, 2.220], [1.675, -0.411, -0.627], [-1.084, -2.873, -2.212], [0.110, -2.095, 1.814], [-0.891, 3.068, -2.395]], "nbo_charge": [0.300, 0.189, 0.369, 0.378, 0.404, 0.168, 0.175, 0.474, -0.674, -0.445, -0.551, -0.204, -0.581], "relative_energy_kj_mol": 446.9, "lumo_energy_ha": 0.0293, "smiles": "NN/C=N/C=N/O", "homo_lumo_gap_ev": 9.020, "fmax_ha_per_bohr": 0.111}



{"formula": "C2H6N4O2", "method": "ωB97M-V/def2-TZVPD", "elements": ["C", "C", "H", "H", "H", "H", "H", "H", "N", "N", "N", "N", "O", "O"], "xyz": [[0.79320, -0.03156, 0.71466], [-1.08190, -0.98973, -0.85185], [1.21191, 1.82459, -1.52459], [1.80704, 0.33716, -1.58510], [2.33083, 1.53513, 0.91469], [-0.60074, -1.00507, 1.62114], [-1.37364, -1.57152, -1.97878], [-2.97193, -0.28483, 1.10470], [1.94156, 1.34075, -1.02015], [1.53346, 1.14743, 0.26474], [0.38377, -0.59196, 1.86304], [-2.06032, -1.08319, -0.15646], [0.00484, -0.20843, -0.57462], [-1.91808, -0.41876, 1.20857]], "forces_ev_per_a": [[-3.376, 0.225, 1.352], [3.303, 0.040, -4.123], [-0.313, 0.577, 0.168], [1.061, 3.118, 1.923], [-2.428, -1.651, -1.236], [2.862, 0.433, 1.084], [1.879, 2.034, 3.222], [3.328, -0.052, 1.675], [-0.108, -3.737, -4.248], [1.387, -0.895, 5.432], [1.932, 1.742, -5.061], [-3.638, -0.728, 3.938], [0.212, -1.306, -0.583], [-6.101, 0.199, -3.544]], "nbo_charge": [0.660, 0.376, 0.342, 0.345, 0.399, 0.404, 0.218, 0.519, -0.616, -0.476, -0.687, -0.244, -0.612, -0.629], "relative_energy_kj_mol": 676.3, "lumo_energy_ha": 0.0186, "smiles": "[H]/N=C(/NN)O/C=N\\O", "homo_lumo_gap_ev": 9.583, "fmax_ha_per_bohr": 0.137}